(1)
An isolated ion of composition C6H11N2S and charge +1, computed with ωB97M-V/def2-TZVPD.

Results
Charge   +1
ΔE to the lowest compared entry with this formula, charge and spin   4.319 eV
SMILES   C=[NH+]CCC1=CSNC1

The geometry in XYZ format:
```
20
Properties=species:S:1:pos:R:3:forces:R:3:mulliken_charge:R:1
C 2.53833 1.81149 -0.30343 -2.8 -0.7 -0.2 -0.1035
N 1.61444 0.90766 -0.31731 1.3 0.8 -0.6 0.0053
C 1.52968 -0.57055 -0.03456 0.9 3.1 3.1 -0.7555
C 0.38784 -0.78614 1.03431 3.4 2.5 -0.2 -0.9660
C -0.90947 -0.42254 0.51724 -0.5 0.5 -0.6 -0.0292
C -1.42319 0.78671 0.72538 -2.1 -2.9 -1.9 -0.2811
S -2.99986 0.92164 0.10419 -0.9 0.5 -0.3 -0.0604
N -3.03522 -0.70573 -0.52775 -0.7 1.2 2.8 -0.4293
C -1.70519 -1.25948 -0.45388 0.9 -0.2 -3.6 -0.4041
H 2.16993 2.78765 -0.71797 1.2 -0.8 0.7 0.2713
H 3.44197 1.55710 0.16220 1.6 0.2 0.2 0.3021
H 0.80511 1.32404 -0.69342 -1.9 -0.2 -0.6 0.3055
H 2.56210 -0.81769 0.17888 0.0 -0.5 0.8 0.3891
H 1.33537 -0.97997 -0.92779 -1.1 -1.6 -3.4 0.4490
H 0.76043 -0.22721 1.93950 -0.9 -0.3 -0.8 0.3658
H 0.53850 -1.75698 1.27150 -0.2 -3.4 0.9 0.4984
H -1.08091 1.54869 1.27211 1.5 2.7 2.2 0.5550
H -3.60821 -0.56897 -1.33223 0.5 -1.0 -1.1 0.3399
H -1.35462 -1.21860 -1.57292 0.6 0.4 1.5 0.2153
H -1.56702 -2.33114 -0.32406 -0.8 -0.2 0.9 0.3323
```
Positions in Å, forces in eV/Å.

=====

(2)
C76H55Br2KN6O5S2 as an isolated structure, computed with ωB97M-V/def2-TZVPD.

Results
Charge   -2
Total energy   -10178.1785 a.u.

The geometry in XYZ format:
```
147
Properties=species:S:1:pos:R:3:forces:R:3:mulliken_charge:R:1
K 0.48658 -0.30150 -0.75693 0.2 -0.5 -0.3 1.2836
C 4.52931 -3.82801 -1.61928 0.0 0.0 0.0 -1.8878
C 3.45301 -3.03185 -0.93170 0.0 0.2 0.2 0.0143
N 3.08596 -1.80668 -1.34981 -0.1 -0.3 -0.2 1.4793
N 3.89858 -1.28374 -2.26673 0.1 0.2 -0.1 -1.0289
C 3.48190 -0.29822 -2.99209 0.0 0.0 0.0 -1.3468
O 2.16145 0.14766 -2.92014 0.1 0.1 -0.1 1.8488
C 4.40425 0.48295 -3.81210 0.0 0.0 0.0 1.1677
C 5.66824 -0.02217 -4.15488 0.0 0.0 0.0 -0.6467
C 6.55553 0.73481 -4.89928 0.0 0.0 0.0 -0.6004
C 6.21709 2.01870 -5.32187 0.0 -0.1 0.1 -0.5159
C 4.97311 2.53032 -4.97995 0.0 0.0 0.0 -1.3074
C 4.07617 1.77550 -4.23899 0.0 0.0 0.0 0.1508
C 2.76258 -3.62640 0.16914 -0.1 0.1 -0.1 0.8671
C 3.11906 -4.92647 0.62259 0.0 0.0 0.0 -1.2769
C 2.45179 -5.49740 1.67833 0.0 0.0 0.0 -0.5256
C 1.42267 -4.79290 2.30324 0.0 0.0 0.0 -1.3042
C 1.12680 -3.52843 1.80737 0.1 0.0 -0.1 -0.2654
N 1.74864 -2.94645 0.78621 0.0 0.0 0.2 0.7958
H 4.93315 -3.25723 -2.45023 0.0 0.0 0.0 0.2585
H 4.12765 -4.77234 -2.00378 0.0 0.0 0.0 0.3268
H 5.35770 -4.07750 -0.94662 0.0 0.0 0.0 0.3045
H 5.93410 -1.01390 -3.81189 0.0 0.0 0.0 0.3604
H 7.52589 0.32119 -5.15100 0.0 0.0 0.0 0.3932
H 6.91556 2.61178 -5.89918 0.0 0.0 0.0 0.3682
H 4.69839 3.53512 -5.27793 0.0 0.0 0.0 0.4063
H 3.12539 2.20844 -3.95754 0.0 0.0 0.0 0.5231
H 3.91788 -5.46696 0.13571 0.0 0.0 0.0 0.4295
H 2.72820 -6.48925 2.02024 0.0 0.0 0.0 0.3687
H 0.86539 -5.20229 3.13506 0.0 0.0 0.0 0.4785
H 0.33123 -2.95265 2.26838 0.0 0.1 0.0 0.4296
Br -3.24612 -0.21673 -2.97025 0.0 0.1 0.0 -0.0324
C -3.42414 -2.09789 -3.21407 0.0 -0.1 -0.1 0.8490
C -4.63147 -2.53482 -3.68246 0.0 -0.1 0.0 -0.6025
C -4.85231 -3.92312 -3.83645 0.0 0.1 0.0 -0.6484
C -3.86743 -4.80387 -3.49676 0.0 0.0 0.0 -0.8498
C -2.61447 -4.35217 -3.00244 0.0 0.0 0.0 1.7708
C -1.61701 -5.28353 -2.63051 0.0 0.0 0.0 -1.5827
C -0.41550 -4.82681 -2.16549 0.0 0.1 0.0 -0.6016
C -0.16944 -3.43741 -2.05572 0.1 0.0 0.0 -0.0742
C -1.08131 -2.43883 -2.36702 -0.3 0.1 0.1 0.1614
C -2.33402 -2.95192 -2.85794 0.0 -0.1 -0.1 -1.4537
H -5.40628 -1.82233 -3.93112 0.0 0.0 0.0 0.4092
H -5.80515 -4.27524 -4.21602 0.0 0.0 0.0 0.3719
H -4.02852 -5.87329 -3.59847 0.0 0.0 0.0 0.3038
H -1.82617 -6.34555 -2.71462 0.0 0.0 0.0 0.2800
H 0.35467 -5.53471 -1.86890 0.0 0.0 0.0 0.4526
H 0.81564 -3.15299 -1.69363 0.0 0.0 0.0 0.3415
C 6.28394 0.21966 2.12783 0.0 0.0 0.0 -1.8143
C 4.82305 0.57712 2.21812 0.0 0.0 0.0 1.3933
C 3.84867 -0.39175 1.97273 0.1 0.0 0.1 -0.6952
C 2.50549 -0.06687 2.02148 0.0 0.0 -0.1 0.6763
C 2.13778 1.23839 2.30743 0.0 0.1 0.0 -0.9580
C 3.07550 2.22319 2.54554 0.1 0.0 0.0 -0.6093
C 4.42118 1.87743 2.51082 0.0 0.0 0.0 -1.1610
S 0.42481 1.69408 2.15344 -0.2 0.2 0.2 1.8059
O 0.33419 3.17907 2.26801 0.0 -0.2 0.0 -0.7027
C -0.18678 1.06547 3.73661 0.2 0.0 0.0 1.2581
C 0.66227 0.76940 4.82872 0.0 0.0 -0.1 -1.1487
C 0.14003 0.32743 6.00292 -0.1 0.0 0.1 -1.4134
C -1.25857 0.16244 6.15458 0.0 0.0 0.0 1.0204
C -1.82220 -0.31821 7.36427 0.1 0.0 -0.1 -1.0489
C -3.16887 -0.48044 7.49440 -0.1 0.0 -0.1 -0.6262
C -4.02476 -0.16536 6.41259 0.0 0.0 0.1 -0.8314
C -3.51019 0.29991 5.23810 0.1 0.0 -0.1 -1.0157
C -2.10990 0.47621 5.07162 0.0 0.0 0.0 1.1252
C -1.54198 0.92983 3.83962 -0.3 0.0 -0.1 -0.6571
C -2.50463 1.28916 2.73786 0.1 0.1 0.2 -0.8481
C -3.09401 2.59684 2.78853 0.1 0.0 0.0 0.9373
C -2.61693 3.59089 3.68249 -0.1 -0.1 0.0 -1.1054
C -3.16745 4.83828 3.69419 -0.1 0.1 -0.1 -0.7864
C -4.23275 5.16102 2.82288 0.1 0.0 0.1 -0.6868
C -4.71358 4.22461 1.95694 0.0 -0.1 0.0 -1.0291
C -4.15290 2.92447 1.91408 0.0 0.0 0.0 0.8756
C -4.60759 1.95248 0.98854 -0.1 0.1 0.1 -0.8154
C -3.99989 0.74341 0.90086 0.1 -0.2 0.0 -0.9293
C -2.93808 0.40911 1.78114 0.0 -0.1 0.0 1.3948
S -2.05689 -1.14265 1.46425 0.1 0.1 0.2 1.9835
O -1.33013 -1.52245 2.71010 -0.1 0.1 -0.1 -0.8657
C -3.47283 -2.21522 1.34788 0.0 0.0 0.0 -1.1779
C -3.82386 -2.71570 0.10960 0.0 0.0 0.0 0.5016
C -4.91545 -3.57067 0.01328 0.0 0.0 0.1 -0.3704
C -5.63644 -3.92786 1.14686 0.0 0.0 0.0 0.9887
C -6.79173 -4.88984 1.04588 0.0 0.0 0.0 -1.6631
C -5.24593 -3.41711 2.38831 0.0 0.0 0.0 -1.0249
C -4.16240 -2.56371 2.50025 -0.1 0.0 0.0 -0.6487
H 6.47495 -0.40651 1.25461 0.0 0.0 0.0 0.3689
H 6.60766 -0.33811 3.01039 0.0 0.0 0.0 0.3210
H 6.90334 1.11392 2.04910 0.0 0.0 0.0 0.3827
H 4.13528 -1.40069 1.69444 0.0 0.0 0.0 0.4606
H 1.76492 -0.82425 1.78801 0.0 -0.1 0.0 0.1303
H 2.74841 3.24476 2.70076 0.0 0.0 0.0 0.5815
H 5.17011 2.64709 2.66250 0.0 0.0 0.0 0.2631
H 1.73210 0.88769 4.72316 0.0 0.0 -0.1 0.6076
H 0.79194 0.09265 6.83673 0.0 0.0 0.0 0.3756
H -1.15604 -0.56020 8.18491 0.0 0.0 0.0 0.4381
H -3.58570 -0.85203 8.42261 0.0 0.0 0.0 0.3688
H -5.09493 -0.29602 6.51641 0.0 0.0 0.0 0.4271
H -4.17472 0.53433 4.41632 0.0 0.0 0.0 0.4554
H -1.77872 3.36229 4.32661 0.0 0.0 0.0 0.5459
H -2.76916 5.59418 4.35903 0.0 0.0 0.0 0.4121
H -4.65034 6.16023 2.83057 0.0 0.0 0.0 0.3564
H -5.51750 4.46660 1.27080 0.0 0.0 0.0 0.4249
H -5.42595 2.20062 0.32160 0.0 0.0 0.0 0.3517
H -4.32013 0.03075 0.14977 0.0 0.0 0.0 0.3372
H -3.23647 -2.46324 -0.76524 0.0 0.0 0.1 0.0316
H -5.18411 -3.97197 -0.95815 0.0 0.0 0.0 0.2715
H -7.29337 -4.79901 0.08222 0.0 0.0 0.0 0.3756
H -7.52432 -4.71486 1.83521 0.0 0.0 0.0 0.3804
H -6.44425 -5.92161 1.13886 0.0 0.0 0.0 0.3026
H -5.79875 -3.69912 3.27847 0.0 0.0 0.0 0.3585
H -3.83964 -2.17892 3.46168 0.0 0.0 0.0 0.5172
O 1.96478 8.06301 -1.03526 0.1 0.0 0.0 -0.8328
N 2.58729 6.96420 -0.97664 0.1 0.0 0.0 0.9305
O 3.85482 6.93922 -0.90993 -0.1 0.0 0.0 -0.7949
C 1.85267 5.78724 -0.97547 0.1 -0.1 0.0 -0.9497
C 0.46690 5.89543 -1.02366 -0.1 -0.1 0.0 -1.2384
C -0.36718 4.75897 -1.00599 0.0 0.1 0.0 1.4058
C -1.77359 4.84821 -1.11594 0.0 0.0 0.0 -0.8343
C -2.53083 3.70715 -1.12143 0.0 0.0 0.0 -1.1906
C -1.88870 2.46670 -1.01378 0.0 0.1 0.0 -0.6499
N -0.57744 2.34424 -0.89105 0.1 0.3 -0.1 1.0204
C 0.17411 3.46138 -0.88639 0.1 -0.2 0.0 -0.8808
C 1.62914 3.32635 -0.80191 -0.1 0.0 0.0 0.0676
N 2.10441 2.07924 -0.63695 -0.1 0.0 -0.1 1.9829
C 3.40759 1.87470 -0.66330 0.0 0.0 0.0 -0.6497
C 4.31686 2.90429 -0.86595 0.0 0.0 0.0 -1.7248
C 3.85155 4.19673 -0.96998 0.0 0.0 0.0 -0.5010
C 2.47001 4.46075 -0.91236 0.0 0.1 0.0 0.6516
H 0.03622 6.88298 -1.08068 0.0 0.0 0.0 0.5572
H -2.23142 5.82771 -1.20039 0.0 0.0 0.0 0.4297
H -3.60983 3.74622 -1.21871 0.0 0.0 0.0 0.4556
H -2.46071 1.54721 -1.03947 0.0 0.0 0.0 0.2303
H 3.73770 0.85019 -0.50768 0.0 0.0 -0.1 0.2359
H 5.37620 2.68881 -0.93228 0.0 0.0 0.0 0.5138
H 4.52681 5.02556 -1.09356 0.0 0.0 0.0 0.6675
Br -1.26477 0.37325 -7.87464 0.0 0.0 0.0 -0.2710
C -0.16268 0.29583 -6.32098 0.0 0.0 0.0 -0.1173
C -0.44940 1.11117 -5.24011 0.0 0.0 0.0 -0.5825
C 0.36044 1.05537 -4.11695 -0.1 0.1 0.0 -0.2377
C 1.43807 0.18408 -4.08486 0.0 -0.1 0.2 -0.0995
C 1.71172 -0.64149 -5.16290 0.0 -0.1 -0.1 -0.6194
C 0.90666 -0.58142 -6.29069 0.0 0.0 0.0 -0.7144
H -1.29798 1.78134 -5.26439 0.0 0.0 0.0 0.5341
H 0.15530 1.67553 -3.25199 0.0 0.0 0.0 0.4907
H 2.53918 -1.33748 -5.11495 0.0 0.0 0.0 0.4555
H 1.10706 -1.22616 -7.13540 0.0 0.0 0.0 0.4422
```
Positions in Å, forces in eV/Å.

=====

no.,largest force on an atom (eV Å⁻¹)
1,4.50
2,0.57